w.
ORCA calculation (ωB97M-V/def2-TZVPD) on an isolated molecule of C3H2N2O.

Each atom is followed by the atoms it is bonded to, with distances in Å.
Cartesian coordinates (Å):
1 N -0.1563 0.3637 0.7810  C4 1.344, H5 0.931, C6 1.478
2 N 3.3061 0.0181 0.0628  C7 1.140
3 O -0.4600 2.6310 -0.1411  C4 1.187
4 C -0.0920 1.5342 0.1239  N1 1.344, O3 1.187, C6 1.494
5 H 0.0940 0.2827 1.6739  N1 0.931
6 C 0.8558 0.4567 -0.2927  N1 1.478, C4 1.494, C7 1.395, H8 1.164
7 C 2.2199 0.3540 -0.0186  N2 1.140, C6 1.395
8 H 0.5569 -0.1624 -1.2322  C6 1.164

Computed properties:
HOMO: -10.3 eV
Structure (SMILES): N#C[C@H]1NC1=O
Frontier orbital gap: 0.3944 hartree
LUMO energy: 0.43 eV

=====

x.
ORCA calculation (ωB97M-V/def2-TZVPD) on an isolated molecule of C3H2N2O.

Each atom is followed by the atoms it is bonded to, with distances in Å.
Cartesian coordinates (Å):
1 N 1.1940 0.6854 0.0352  C4 1.538, C6 1.310
2 H -0.3366 2.0415 -0.1524  C6 1.069
3 H 1.9837 -1.4481 0.3375  C4 1.246
4 C 0.9454 -0.8321 0.0305  N1 1.538, H3 1.246, N5 1.259
5 N -0.2157 -1.2815 -0.1531  C4 1.259, C8 1.513
6 C -0.0693 1.0085 -0.0865  N1 1.310, H2 1.069, C8 1.554
7 O -2.3427 -0.0750 0.1101  C8 1.207
8 C -1.1589 -0.0986 -0.1213  N5 1.513, C6 1.554, O7 1.207

Computed properties:
HOMO: -10.7 eV
Structure (SMILES): O=C1C=NC=N1
Frontier orbital gap: 0.3339 hartree
LUMO energy: -1.66 eV

=====

Most stable structure - x; separation to the second - 0.229 eV.

=====

w.
ORCA calculation (ωB97M-V/def2-TZVPD) on an isolated molecule of C3H2N2O.

Each atom is followed by the atoms it is bonded to, with distances in Å.
Cartesian coordinates (Å):
1 C -0.3309 0.4111 0.0688  C5 1.619, N7 1.281, C8 1.392
2 O 1.9272 -0.4284 0.3317  C5 1.192
3 N -2.6270 -0.6796 0.0331  C8 1.154
4 H 0.5426 -1.6741 -0.6498  C5 1.183
5 C 0.8757 -0.6366 -0.1901  C1 1.619, O2 1.192, H4 1.183
6 H 1.1071 1.5532 0.1982  N7 1.002
7 N 0.1067 1.6063 0.2133  C1 1.281, H6 1.002
8 C -1.6014 -0.1520 -0.0052  C1 1.392, N3 1.154

Computed properties:
HOMO: -10.8 eV
Structure (SMILES): [H]/N=C(/C#N)C=O
Frontier orbital gap: 0.3500 hartree
LUMO energy: -1.24 eV

=====

x.
ORCA calculation (ωB97M-V/def2-TZVPD) on an isolated molecule of C3H2N2O.

Each atom is followed by the atoms it is bonded to, with distances in Å.
Cartesian coordinates (Å):
1 N -1.2623 -2.1620 -1.0948  C4 1.159
2 H 1.5021 -0.3179 1.5449  O6 0.965
3 C 0.1121 -0.4086 0.2208  C4 1.432, O6 1.382, C8 1.318
4 C -0.6376 -1.4238 -0.4561  N1 1.159, C3 1.432
5 H -0.1681 2.1489 -0.9680  N7 1.030
6 O 1.3973 -0.6736 0.6535  H2 0.965, C3 1.382
7 N -0.6091 2.0074 -0.0481  H5 1.030, C8 1.225
8 C -0.3344 0.8295 0.1478  C3 1.318, N7 1.225

Computed properties:
HOMO: -9.6 eV
Structure (SMILES): N#CC(O)=C=N
Frontier orbital gap: 0.3535 hartree
LUMO energy: 0.02 eV

=====

Most stable structure - w; separation to the second - 0.443 eV.

=====

w.
ORCA calculation (ωB97M-V/def2-TZVPD) on an isolated molecule of C3H3NO2.

Each atom is followed by the atoms it is bonded to, with distances in Å.
Cartesian coordinates (Å):
1 H 2.0282 -0.9994 -0.2072  N2 0.992
2 N 1.2169 -0.4724 0.0137  H1 0.992, O5 1.438, C8 1.382
3 C -1.0733 0.0848 -0.3311  C7 1.213, C8 1.419
4 O 0.1160 -1.5834 -1.5257  C8 1.216
5 O 1.4103 0.7707 0.7096  N2 1.438, H6 0.993
6 H 0.8775 0.6378 1.5372  O5 0.993
7 C -1.9923 0.7740 0.0597  C3 1.213, H9 1.032
8 C 0.0554 -0.6913 -0.7020  N2 1.382, C3 1.419, O4 1.216
9 H -2.6387 1.4792 0.4457  C7 1.032

Computed properties:
HOMO: -10.0 eV
Structure (SMILES): C#CC(=O)NO
Frontier orbital gap: 0.3848 hartree
LUMO energy: 0.42 eV

=====

x.
ORCA calculation (ωB97M-V/def2-TZVPD) on an isolated molecule of C3H3NO2.

Each atom is followed by the atoms it is bonded to, with distances in Å.
Cartesian coordinates (Å):
1 H -2.4689 0.2295 0.1268  C6 1.080
2 O -1.0488 -1.2040 0.0385  N3 1.371, C6 1.333
3 N 0.3180 -1.2833 -0.0282  O2 1.371, C7 1.307
4 H -0.3298 1.9826 -0.0053  C9 1.083
5 O 2.0796 0.1312 -0.0857  C7 1.341, H8 0.980
6 C -1.4017 0.0814 0.0573  H1 1.080, O2 1.333, C9 1.358
7 C 0.7514 -0.0503 -0.0458  N3 1.307, O5 1.341, C9 1.433
8 H 2.4203 -0.7870 -0.0579  O5 0.980
9 C -0.3199 0.8998 0.0001  H4 1.083, C6 1.358, C7 1.433

Computed properties:
HOMO: -9.9 eV
Structure (SMILES): Oc1ccon1
Frontier orbital gap: 0.3980 hartree
LUMO energy: 0.93 eV

=====

y.
ORCA calculation (ωB97M-V/def2-TZVPD) on an isolated molecule of C3H3NO2.

Each atom is followed by the atoms it is bonded to, with distances in Å.
Cartesian coordinates (Å):
1 C -0.3262 -1.6083 -0.1778  O3 1.202, H7 1.096, O9 1.345
2 H -1.2037 0.8864 0.0224  C8 1.092
3 O -0.9379 -1.6085 0.8563  C1 1.202
4 H 0.1605 0.4461 1.0712  C8 1.092
5 N 1.6165 2.4683 0.0099  C6 1.154
6 C 0.7566 1.7616 -0.2962  N5 1.154, C8 1.467
7 H -0.0711 -2.5013 -0.7606  C1 1.096
8 C -0.1379 0.6486 0.0401  H2 1.092, H4 1.092, C6 1.467, O9 1.425
9 O 0.1431 -0.4928 -0.7653  C1 1.345, C8 1.425

Computed properties:
HOMO: -11.5 eV
Structure (SMILES): N#CCOC=O
Frontier orbital gap: 0.4420 hartree
LUMO energy: 0.54 eV

=====

Most stable structure - y; separation to the second - 0.589 eV.

=====

w.
ORCA calculation (ωB97M-V/def2-TZVPD) on an isolated molecule of C3H3NO2.

Each atom is followed by the atoms it is bonded to, with distances in Å.
Cartesian coordinates (Å):
1 C 0.7702 0.4185 -0.0339  O4 1.181, C5 1.455, C9 1.801
2 H -1.1761 -1.3904 0.1681  C9 1.093
3 H -1.0656 -0.4120 -1.2359  C9 1.135
4 O 0.6324 1.5908 -0.0767  C1 1.181
5 C 1.9841 -0.3798 0.0463  C1 1.455, N7 1.145
6 H -1.3613 1.3368 0.2989  O8 1.029
7 N 2.7425 -1.1883 0.3338  C5 1.145
8 O -1.6915 0.4184 0.6240  H6 1.029, C9 1.398
9 C -0.8346 -0.3939 -0.1247  C1 1.801, H2 1.093, H3 1.135, O8 1.398

Computed properties:
HOMO: -10.4 eV
Structure (SMILES): N#CC(=O)CO
Frontier orbital gap: 0.3534 hartree
LUMO energy: -0.82 eV

=====

x.
ORCA calculation (ωB97M-V/def2-TZVPD) on an isolated molecule of C3H3NO2.

Each atom is followed by the atoms it is bonded to, with distances in Å.
Cartesian coordinates (Å):
1 H -0.2063 1.2211 1.4555  C8 1.103
2 C -1.4179 -0.5569 -0.2282  N4 1.155, C9 1.479
3 O 1.3199 1.4938 0.1494  C8 1.204
4 N -2.5644 -0.6008 -0.3641  C2 1.155
5 O 0.7679 -0.7139 -1.1602  H6 0.975, C9 1.386
6 H 1.3848 0.0381 -1.2268  O5 0.975
7 H 0.2754 -1.2524 0.7693  C9 1.103
8 C 0.3981 0.8669 0.6041  H1 1.103, O3 1.204, C9 1.532
9 C 0.0425 -0.4959 0.0009  C2 1.479, O5 1.386, H7 1.103, C8 1.532

Computed properties:
HOMO: -11.3 eV
Structure (SMILES): N#C[C@@H](O)C=O
Frontier orbital gap: 0.4196 hartree
LUMO energy: 0.12 eV

=====

Most stable structure - x; separation to the second - 1.339 eV.